No. 1
Density functional theory data (ωB97M-V/def2-TZVPD) for a molecular structure, C45H45BrCl2IN10O9SSeY.

Net charge: -2
Gap between HOMO and LUMO: 6.334 eV
Molecular weight: 1347.563 g/mol
2S+1: 1
Energy above the lowest of the compared OMol25 structures with the same formula, charge and spin: 0.0 kJ/mol
LUMO level: 3.566 eV
DFT total energy: -9596.9348 Eh

Last column: Löwdin charge in e.
Atoms and positions in Å:
Y -0.186 -0.273 1.957  1.309
O -0.490 -2.851 7.154  0.033
C -1.733 -2.372 6.973  -0.275
C -2.725 -2.771 7.871  -0.033
C -4.025 -2.326 7.723  -0.111
C -4.366 -1.470 6.681  -0.107
C -3.380 -1.063 5.800  -0.021
C -2.063 -1.494 5.929  -0.069
C -1.071 -1.024 4.923  -0.454
O -1.392 -0.155 4.086  -0.146
N 0.140 -1.600 5.016  0.048
N 0.929 -1.217 3.988  -0.059
C 2.193 -1.311 4.095  -0.099
C 3.017 -0.749 3.026  -0.306
C 4.379 -0.552 3.224  -0.026
C 5.111 0.120 2.259  -0.077
C 4.464 0.564 1.120  -0.068
C 3.106 0.307 0.985  -0.127
N 2.398 -0.343 1.905  0.016
H 0.046 -2.521 6.379  0.055
H -2.446 -3.449 8.668  0.105
H -4.784 -2.660 8.423  0.089
H -5.387 -1.136 6.552  0.087
H -3.603 -0.399 4.974  0.115
H 2.663 -1.680 5.005  0.127
H 4.837 -0.894 4.142  0.108
H 6.169 0.304 2.404  0.104
H 4.980 1.119 0.349  0.095
H 2.566 0.659 0.115  0.077
N -3.946 -5.871 -2.723  0.069
C -3.438 -5.368 -1.507  -0.329
C -2.188 -4.757 -1.470  -0.018
C -1.680 -4.285 -0.274  -0.051
C -2.421 -4.410 0.892  -0.280
C -3.664 -5.022 0.868  -0.075
C -4.167 -5.510 -0.327  -0.050
S -1.793 -3.721 2.399  0.586
O -2.575 -4.279 3.474  -0.309
O -0.363 -3.967 2.414  -0.464
N -1.936 -2.133 2.283  -0.151
C -3.014 -1.471 1.850  -0.461
N -4.230 -2.029 1.700  0.147
C -5.169 -1.258 1.177  -0.148
C -4.964 0.058 0.799  -0.073
C -3.687 0.559 1.012  -0.116
N -2.726 -0.172 1.543  0.065
H -3.553 -5.399 -3.525  0.076
H -4.954 -5.845 -2.764  0.071
H -1.615 -4.610 -2.379  0.107
H -0.729 -3.779 -0.259  0.053
H -4.231 -5.095 1.786  0.105
H -5.139 -5.991 -0.353  0.098
H -6.144 -1.723 1.052  0.100
H -5.745 0.661 0.359  0.084
H -3.432 1.575 0.735  0.093
Cl 0.747 2.018 3.209  -0.214
O -0.306 0.147 -1.924  -0.286
Se 0.642 -1.314 -1.305  1.061
O 1.461 1.512 -1.446  -0.057
O -0.260 -1.603 0.076  -0.701
O 0.202 -2.423 -2.399  -0.572
C -0.282 2.212 -6.042  -0.045
C -0.797 3.526 -5.439  -0.523
C -2.310 3.597 -5.669  -0.050
C -0.127 4.676 -6.199  -0.054
C -0.454 3.607 -3.922  -0.420
O 0.938 3.316 -3.817  -0.015
C -0.742 5.000 -3.298  -0.104
C 0.443 5.969 -3.199  -0.135
C 1.545 5.590 -2.231  -0.229
C 2.877 5.752 -2.601  -0.049
C 3.911 5.418 -1.740  -0.121
C 3.605 4.899 -0.493  -0.665
Cl 4.910 4.457 0.583  0.626
C 2.294 4.716 -0.095  -0.077
C 1.272 5.079 -0.965  -0.022
C -1.220 2.543 -3.100  -0.091
N -0.675 2.486 -1.771  -0.083
C 0.026 1.338 -1.241  -0.657
N -0.266 1.360 0.146  -0.025
C -1.080 2.420 0.312  -0.332
N -1.426 3.101 -0.737  0.059
H -0.510 2.193 -7.112  0.079
H -0.751 1.338 -5.590  0.082
H 0.795 2.121 -5.913  0.084
H -2.515 3.590 -6.743  0.081
H -2.749 4.506 -5.255  0.077
H -2.824 2.741 -5.230  0.081
H -0.287 4.551 -7.274  0.079
H 0.948 4.684 -6.012  0.086
H -0.538 5.646 -5.913  0.077
H 1.107 3.237 -2.861  0.074
H -1.147 4.849 -2.296  0.089
H -1.538 5.492 -3.863  0.102
H 0.036 6.938 -2.884  0.119
H 0.894 6.132 -4.179  0.091
H 3.113 6.130 -3.590  0.108
H 4.944 5.542 -2.035  0.094
H 2.063 4.273 0.867  0.104
H 0.251 4.905 -0.650  0.099
H -1.114 1.563 -3.565  0.118
H -2.283 2.784 -3.036  0.127
H 1.628 1.254 -2.364  0.088
H -1.426 2.704 1.299  0.086
Br 3.794 -7.012 -0.028  0.694
C 4.776 -5.393 -0.060  -0.740
C 6.086 -5.450 -0.520  -0.157
C 6.854 -4.299 -0.570  -0.105
C 6.307 -3.091 -0.160  -0.090
C 5.002 -3.042 0.297  -0.145
C 4.215 -4.192 0.358  -0.722
I 2.266 -3.986 1.063  1.149
H 6.493 -6.400 -0.838  0.088
H 7.873 -4.349 -0.932  0.095
H 6.892 -2.180 -0.201  0.101
H 4.573 -2.100 0.609  0.064

No. 2
Density functional theory data (ωB97M-V/def2-TZVPD) for a molecular structure, C45H46LuN8O6S in a non-equilibrium geometry.

Net charge: +1
Gap between HOMO and LUMO (spin up / spin down): 3.986 / 3.997 eV
Molecular weight: 1001.947 g/mol
2S+1: 1
Energy above the lowest of the compared OMol25 structures with the same formula, charge and spin: 377.4 kJ/mol
LUMO level (spin up / spin down): -2.142 / -2.051 eV
DFT total energy: -4265.4467 Eh

Last column: Löwdin charge in e.
Atoms and positions in Å:
Lu -8.922 1.191 19.412  1.733
C -11.023 1.110 25.631  -0.079
C -9.646 1.026 25.943  -0.050
C -8.663 1.249 24.957  -0.027
C -9.111 1.629 23.660  -0.228
N -10.415 1.482 23.325  0.078
C -11.341 1.287 24.303  -0.147
C -8.155 2.279 22.754  -0.210
C -7.226 3.065 23.461  -0.053
C -6.254 3.801 22.772  -0.083
C -6.258 3.818 21.376  -0.014
C -7.381 3.206 20.759  -0.299
N -8.208 2.308 21.362  -0.052
C -7.661 3.554 19.356  -0.361
C -6.641 4.118 18.515  -0.047
C -7.108 4.778 17.384  -0.096
C -8.518 5.002 17.148  -0.091
C -9.430 4.247 17.935  -0.148
N -8.932 3.499 18.957  -0.117
H -11.847 1.012 26.377  0.115
H -9.348 0.790 26.951  0.099
H -7.608 1.230 25.179  0.102
H -12.344 1.147 23.918  0.099
H -7.220 3.088 24.536  0.094
H -5.493 4.337 23.326  0.096
H -5.486 4.301 20.810  0.096
H -5.600 3.954 18.681  0.088
H -6.362 5.115 16.642  0.098
H -8.923 5.671 16.418  0.069
H -10.527 4.329 17.799  0.107
N -10.925 2.217 20.472  -0.005
C -12.084 2.736 19.849  -0.224
C -12.424 4.102 19.996  -0.031
C -13.669 4.614 19.708  -0.080
C -14.614 3.795 19.130  -0.084
C -14.278 2.507 18.758  -0.030
C -13.037 1.921 19.136  -0.095
C -12.865 0.552 18.590  -0.132
C -13.942 -0.395 18.666  -0.008
C -13.917 -1.621 17.948  -0.051
C -12.794 -1.896 17.169  -0.073
C -11.729 -1.014 17.077  -0.003
C -11.800 0.225 17.779  -0.164
H -11.111 1.826 21.409  0.064
H -10.282 3.011 20.661  0.069
H -11.666 4.763 20.425  0.125
H -13.924 5.644 19.975  0.119
H -15.594 4.213 18.886  0.113
H -14.928 1.897 18.134  0.115
H -14.786 -0.161 19.316  0.121
H -14.838 -2.271 18.013  0.129
H -12.746 -2.822 16.650  0.103
H -10.860 -1.361 16.545  0.110
O -5.069 0.773 18.257  0.116
C -5.816 -0.081 18.985  -0.367
O -6.944 0.184 19.448  -0.073
C -5.025 -1.348 19.186  -0.233
N -3.559 -1.094 19.082  -0.015
C -2.954 -2.337 18.635  -0.206
C -4.053 -3.357 18.384  -0.156
C -5.229 -2.431 18.078  -0.111
H -5.349 -1.749 20.156  0.163
H -3.207 -0.828 19.982  0.129
H -4.126 0.412 18.262  0.126
H -2.242 -2.737 19.352  0.120
H -2.403 -2.150 17.698  0.123
H -4.199 -3.880 19.354  0.124
H -3.818 -4.127 17.623  0.129
H -6.229 -2.858 18.081  0.104
H -5.175 -1.916 17.096  0.136
C -2.500 0.863 13.366  -0.039
C -4.007 0.589 13.356  -0.247
C -4.790 0.879 14.489  -0.045
C -6.109 0.526 14.572  -0.053
C -6.751 -0.036 13.432  -0.273
C -5.980 -0.390 12.338  -0.045
C -4.619 -0.069 12.301  -0.022
S -8.384 -0.666 13.504  0.656
O -8.447 -1.476 12.300  -0.301
O -8.763 -1.228 14.795  -0.294
N -9.402 0.575 13.279  -0.150
C -9.495 1.687 14.256  -0.157
C -10.385 1.309 15.428  -0.064
C -9.771 1.203 16.776  -0.411
O -10.667 1.098 17.826  -0.082
O -8.582 1.310 17.111  0.008
H -1.956 0.122 12.805  0.068
H -2.083 1.007 14.414  0.096
H -2.365 1.840 12.853  0.093
H -4.305 1.365 15.352  0.118
H -6.655 0.796 15.455  0.087
H -6.444 -0.888 11.509  0.108
H -4.121 -0.265 11.369  0.117
H -9.430 0.837 12.296  0.124
H -9.913 2.465 13.594  0.139
H -8.493 2.010 14.602  0.121
H -10.886 0.357 15.326  0.108
H -11.111 2.147 15.511  0.162
N -9.851 -3.091 20.100  0.096
C -11.045 -2.601 20.699  -0.017
C -10.910 -1.251 20.627  -0.113
N -9.681 -0.912 20.048  -0.050
C -9.110 -2.063 19.794  -0.211
H -9.594 -4.031 19.874  0.159
H -11.805 -3.232 21.117  0.118
H -11.570 -0.492 20.995  0.100
H -8.124 -2.111 19.309  0.127

No. 3
Density functional theory data (ωB97M-V/def2-TZVPD) for a molecular structure, C45H46N7O3RuSi.

⟨S²⟩: 6.028
Net charge: +1
Gap between HOMO and LUMO (spin up / spin down): 8.628 / 5.700 eV
Molecular weight: 862.065 g/mol
2S+1: 5
Energy above the lowest of the compared OMol25 structures with the same formula, charge and spin: 3.4 kJ/mol
LUMO level (spin up / spin down): -2.144 / -5.139 eV
DFT total energy: -2735.4561 Eh

Last column: Löwdin spin population.
Atoms and positions in Å:
Ru 0.016 0.085 0.267  2.704
C 1.165 6.259 -1.799  0.000
O 0.770 6.219 -0.423  0.000
C 1.794 6.169 0.475  0.001
C 2.777 7.146 0.553  0.000
C 3.758 7.062 1.530  0.000
C 3.754 6.022 2.449  0.000
C 2.760 5.058 2.391  0.000
C 1.799 5.119 1.391  0.001
N 0.771 4.132 1.291  0.012
C 0.974 2.895 0.792  0.022
N 2.236 2.464 0.718  0.024
C 2.716 1.402 -0.078  0.043
C 1.948 0.320 -0.472  0.105
C 2.537 -0.615 -1.335  0.029
C 3.853 -0.486 -1.732  0.004
C 4.633 0.579 -1.288  0.018
C 4.064 1.527 -0.462  0.005
O 4.697 2.625 0.032  -0.001
C 6.058 2.827 -0.333  0.000
N -0.063 2.123 0.440  0.080
C -1.299 2.841 0.270  0.013
C -2.215 2.926 1.312  0.003
C -3.392 3.639 1.166  0.000
C -3.647 4.295 -0.031  0.002
C -2.733 4.228 -1.070  0.000
C -1.557 3.501 -0.932  0.003
O -0.662 3.521 -1.963  0.002
C -0.413 2.280 -2.634  0.008
H 0.250 6.207 -2.380  0.000
H 1.795 5.400 -2.037  0.000
H 1.700 7.182 -2.027  0.000
H 2.759 7.973 -0.144  0.000
H 4.520 7.828 1.586  0.000
H 4.507 5.976 3.223  0.000
H 2.716 4.258 3.121  0.000
H -0.172 4.482 1.189  0.000
H 2.949 3.139 0.971  0.001
H 1.965 -1.461 -1.688  0.002
H 4.291 -1.227 -2.387  0.000
H 5.664 0.661 -1.597  0.001
H 6.157 2.930 -1.415  0.000
H 6.681 2.004 0.021  0.000
H 6.363 3.750 0.150  0.000
H -1.983 2.423 2.242  0.000
H -4.104 3.681 1.979  0.000
H -4.561 4.859 -0.157  0.000
H -2.909 4.735 -2.009  0.000
H -0.239 2.520 -3.680  0.001
H -1.281 1.620 -2.560  0.002
H 0.466 1.781 -2.225  0.005
C -2.095 -0.124 -0.022  0.240
Si -2.568 -0.972 1.606  0.055
C -1.308 -0.477 2.952  0.017
N 0.128 -0.388 2.559  0.161
C 0.870 -1.682 2.746  0.010
C 1.643 -1.773 4.064  0.004
C 0.932 -1.049 5.198  0.000
C 0.756 0.438 4.842  0.006
C 0.822 0.671 3.329  0.009
C -4.236 -0.393 2.233  0.017
C -4.410 0.665 3.129  0.004
C -5.673 1.058 3.546  0.000
C -6.797 0.401 3.064  0.004
C -6.649 -0.654 2.176  0.000
C -5.383 -1.048 1.771  0.005
C -2.613 -2.821 1.343  0.005
C -3.022 -3.372 0.124  0.001
C -3.107 -4.745 -0.053  0.000
C -2.779 -5.599 0.991  0.002
C -2.381 -5.075 2.212  0.001
C -2.307 -3.700 2.385  0.001
H -2.589 0.827 -0.206  0.015
H -2.273 -0.789 -0.868  0.016
H -1.434 -1.109 3.836  0.003
H -1.609 0.523 3.274  0.000
H 1.574 -1.798 1.922  0.003
H 0.137 -2.485 2.670  0.000
H 2.639 -1.342 3.934  0.000
H 1.794 -2.829 4.288  0.001
H 1.497 -1.153 6.124  0.000
H -0.038 -1.515 5.385  0.000
H 1.540 1.040 5.304  0.001
H -0.189 0.814 5.237  0.000
H 1.857 0.686 2.981  0.001
H 0.377 1.634 3.074  0.000
H -3.555 1.195 3.532  0.000
H -5.782 1.871 4.253  0.000
H -7.784 0.705 3.389  0.000
H -7.521 -1.177 1.805  0.000
H -5.288 -1.889 1.094  0.000
H -3.282 -2.725 -0.707  0.001
H -3.414 -5.151 -1.008  0.000
H -2.830 -6.670 0.850  0.000
H -2.122 -5.736 3.029  0.000
H -2.010 -3.317 3.356  0.000
N 0.080 -1.838 -0.133  0.071
C 0.194 -3.004 -0.157  0.054
C 0.399 -4.344 -0.088  0.092
C 0.982 -4.820 1.119  0.011
N 1.487 -5.162 2.096  0.042
C -0.014 -5.204 -1.140  0.011
N -0.361 -5.890 -1.995  0.043

No. 4
Density functional theory data (ωB97M-V/def2-TZVPD) for a molecular structure, C45H47BIrN9O2PS2.

Net charge: +1
Gap between HOMO and LUMO (spin up / spin down): 5.664 / 5.665 eV
Molecular weight: 1044.069 g/mol
2S+1: 1
LUMO level (spin up / spin down): -3.918 / -3.918 eV
DFT total energy: -3653.1587 Eh

Last column: Löwdin charge in e.
Atoms and positions in Å:
Ir -0.722 -0.079 0.259  0.934
C 4.319 3.322 -0.110  0.001
C 3.857 1.905 -0.047  -0.234
C 4.657 0.790 0.077  0.052
C 3.808 -0.313 0.016  -0.206
N 2.554 0.137 -0.117  -0.272
N 2.569 1.503 -0.165  0.078
B 1.334 2.459 -0.094  -0.484
N 0.321 2.242 -1.240  0.044
N -0.628 1.251 -1.333  -0.123
C -1.115 1.281 -2.581  -0.233
C -0.502 2.322 -3.285  0.044
C 0.396 2.896 -2.422  -0.250
C 1.340 4.016 -2.700  -0.008
C -2.076 0.343 -3.209  -0.229
C -3.339 0.043 -2.713  -0.080
C -4.171 -0.838 -3.386  -0.079
C -3.752 -1.438 -4.563  -0.074
C -2.496 -1.143 -5.071  -0.066
C -1.669 -0.255 -4.402  -0.039
N 0.664 2.390 1.306  0.069
N -0.126 1.362 1.599  -0.038
C -0.509 1.468 2.874  -0.204
C 0.058 2.624 3.420  0.063
C 0.802 3.183 2.398  -0.227
C 1.615 4.431 2.422  -0.002
C -1.579 0.589 3.343  -0.153
C -2.999 -1.122 2.356  -0.177
C -3.693 -1.662 3.564  0.023
C -3.926 -0.948 4.674  -0.059
C -3.546 0.424 4.874  -0.029
C -2.550 1.104 4.257  0.010
C 4.237 -1.724 0.057  -0.178
C 3.786 -2.695 -0.835  -0.055
C 4.280 -3.989 -0.762  -0.065
C 5.246 -4.322 0.176  -0.073
C 5.728 -3.351 1.042  -0.078
C 5.223 -2.063 0.986  -0.044
H 5.406 3.329 -0.160  0.093
H 4.021 3.896 0.765  0.068
H 3.931 3.833 -0.989  0.076
H 5.730 0.771 0.143  0.128
H 1.775 3.557 -0.203  0.109
H -0.705 2.613 -4.300  0.128
H 1.171 4.376 -3.713  0.090
H 2.376 3.685 -2.627  0.078
H 1.201 4.848 -2.010  0.089
H -3.688 0.487 -1.796  0.083
H -5.152 -1.057 -2.984  0.107
H -4.402 -2.129 -5.083  0.107
H -2.155 -1.607 -5.987  0.108
H -0.682 -0.044 -4.792  0.120
H -0.034 2.999 4.425  0.125
H 1.434 4.957 3.357  0.090
H 1.356 5.092 1.597  0.091
H 2.681 4.215 2.365  0.074
H -2.763 -1.952 1.688  0.110
H -3.987 -2.704 3.527  0.126
H -4.472 -1.421 5.482  0.117
H -4.100 0.966 5.632  0.119
H -2.410 2.143 4.523  0.120
H 3.069 -2.441 -1.604  0.074
H 3.920 -4.736 -1.458  0.104
H 5.631 -5.332 0.223  0.108
H 6.489 -3.598 1.770  0.110
H 5.581 -1.315 1.681  0.120
C 0.604 -6.356 -1.346  -0.078
C 0.032 -5.037 -1.814  -0.326
O -1.182 -4.739 -1.103  -0.419
P -1.054 -3.616 0.084  0.651
S 1.182 -0.875 -0.721  0.613
S -1.244 -1.900 -1.190  0.279
O -2.555 -3.765 0.700  -0.444
C -3.733 -3.877 -0.125  -0.312
C -4.304 -5.271 -0.015  -0.069
H 1.494 -6.609 -1.924  0.075
H -0.126 -7.155 -1.475  0.078
H 0.877 -6.303 -0.292  0.076
H -0.227 -5.062 -2.873  0.121
H 0.756 -4.225 -1.674  0.080
H -3.483 -3.628 -1.157  0.082
H -4.442 -3.126 0.239  0.110
H -3.587 -5.999 -0.391  0.076
H -5.219 -5.346 -0.604  0.081
H -4.538 -5.515 1.021  0.078
C 2.684 -2.381 4.373  -0.085
C 2.548 -2.725 3.036  -0.071
C 1.475 -2.269 2.290  -0.069
C 0.492 -1.466 2.867  -0.249
C 0.633 -1.123 4.216  -0.032
C 1.715 -1.580 4.954  -0.082
N -0.650 -1.171 2.073  -0.108
N -1.683 -0.596 2.752  -0.056
C -3.653 -0.013 1.564  -0.197
C -4.975 0.358 1.700  0.014
C -5.417 1.509 1.064  -0.021
C -4.508 2.264 0.346  -0.030
C -3.211 1.798 0.217  -0.114
N -2.792 0.660 0.777  0.015
H 3.522 -2.742 4.955  0.103
H 3.271 -3.375 2.563  0.098
H 1.364 -2.581 1.265  0.026
H -0.100 -0.520 4.731  0.098
H 1.791 -1.304 5.998  0.105
H -5.631 -0.226 2.329  0.126
H -6.447 1.827 1.159  0.120
H -4.791 3.190 -0.132  0.118
H -2.483 2.335 -0.376  0.111